Formula: C23H10F15GeIrO2S2Se2
Source: the OMol25 dataset
Level of theory: ωB97M-V/def2-TZVPD

Summary:
net charge = -2
ΔE to the lowest compared entry with this formula, charge and spin = 0.000 eV
Kohn-Sham gap (alpha / beta) = 4.524 / 5.270 eV
multiplicity = 5
LUMO energy (alpha / beta) = 4.01 / 4.00 eV

```
56
Properties=species:S:1:pos:R:3:forces:R:3:mulliken_charge:R:1
Ir 1.342566 -0.539221 -1.994301 0.02 -0.10 -0.05 1.332
O -3.174767 -3.667260 -1.462560 -0.01 -0.01 -0.02 -0.472
C -2.193468 -4.538241 -2.022455 0.01 0.01 0.01 -1.362
C -0.856973 -3.806393 -2.222257 0.03 0.01 0.00 2.234
C -0.018316 -4.798176 -3.050244 0.00 0.00 0.00 -1.267
O 1.372908 -4.623102 -2.994473 0.01 -0.03 0.01 -0.482
C -1.155337 -2.514215 -3.004756 -0.01 -0.01 0.01 -1.316
Se 0.295852 -1.733588 -4.091697 0.02 0.03 0.07 -0.557
C -0.282949 -3.592411 -0.809752 -0.04 0.00 -0.02 -1.479
Se 1.293177 -2.453569 -0.451009 0.02 0.01 -0.02 -0.560
H -3.911425 -4.201925 -1.158657 0.01 0.00 0.01 0.298
H -2.539413 -4.914817 -2.996294 0.00 0.00 0.00 0.417
H -2.029780 -5.397488 -1.358375 0.00 0.00 0.00 0.438
H -0.380169 -4.755165 -4.089478 -0.01 0.00 0.00 0.306
H -0.203615 -5.814338 -2.676975 0.00 0.00 0.00 0.432
H 1.543386 -3.701973 -3.269428 -0.01 0.02 -0.01 0.346
H -1.518219 -1.741734 -2.327313 0.00 0.00 0.01 0.287
H -1.963164 -2.724311 -3.711079 0.00 0.00 0.00 0.443
H 0.003409 -4.571741 -0.414617 0.00 0.00 0.00 0.349
H -1.088042 -3.206302 -0.186306 0.00 0.00 -0.01 0.547
F 2.683569 0.239312 1.501456 -0.01 0.01 0.01 -0.342
C 3.004947 1.316179 0.774027 -0.01 0.00 0.01 0.479
C 2.024748 2.109941 0.207313 0.03 0.00 -0.01 -0.097
C 2.465419 3.178849 -0.551498 -0.02 0.00 -0.02 0.269
F 1.573451 3.989082 -1.146026 0.01 -0.01 0.02 -0.405
C 3.801597 3.469356 -0.734754 0.00 0.01 0.00 0.021
F 4.188576 4.520318 -1.473246 0.00 -0.01 0.01 -0.343
C 4.751062 2.657491 -0.146265 0.00 0.00 0.00 0.749
F 6.053466 2.919658 -0.313671 0.00 0.00 0.00 -0.357
C 4.353790 1.575814 0.613094 0.00 0.00 -0.01 0.054
F 5.278351 0.787486 1.176938 0.00 0.00 0.00 -0.326
Ge 0.099043 1.677401 0.142873 -0.02 0.01 0.06 0.077
S -0.505745 1.155905 -1.824495 -0.02 0.03 -0.04 -0.711
C -0.885766 3.278497 0.898419 -0.01 0.00 -0.01 -0.160
C -2.270178 3.218970 0.897831 0.01 0.01 0.01 0.099
F -2.894379 2.125669 0.442010 -0.01 -0.01 -0.01 -0.293
C -3.074097 4.238151 1.377370 -0.01 -0.01 0.00 -0.215
F -4.411864 4.138571 1.358500 0.00 0.00 0.00 -0.314
C -2.483028 5.374233 1.895344 0.00 0.01 0.00 0.833
F -3.242221 6.374279 2.365374 0.01 0.00 0.00 -0.331
C -1.106228 5.466533 1.937960 0.00 0.00 0.00 -0.079
F -0.534294 6.562064 2.462401 0.00 0.00 -0.01 -0.319
C -0.336977 4.422132 1.449047 0.02 0.00 -0.01 0.505
F 0.990885 4.573347 1.557568 0.00 0.00 0.00 -0.324
C -0.327983 0.432426 1.634086 -0.01 -0.01 -0.02 0.351
C 0.183441 0.661222 2.896794 0.00 0.01 -0.01 0.570
F 0.944740 1.749449 3.124615 0.00 0.00 0.00 -0.402
C -0.050936 -0.175412 3.970575 0.00 0.00 0.00 0.104
F 0.471492 0.078316 5.182307 0.00 0.00 0.00 -0.335
C -0.851879 -1.286428 3.786254 0.01 -0.01 0.01 0.644
F -1.100521 -2.110530 4.813938 0.00 0.01 0.00 -0.341
C -1.411324 -1.532835 2.548594 -0.01 -0.01 -0.01 0.313
F -2.204869 -2.599942 2.387302 0.00 0.01 0.01 -0.361
C -1.152522 -0.671519 1.493657 0.01 -0.01 -0.01 0.006
F -1.758944 -0.939267 0.343110 -0.01 0.01 0.02 -0.397
S 3.199514 0.321249 -2.756773 -0.01 0.03 0.01 -0.557
```
Forces are in eV/Å.


Formula: C23H11BrCl56NO7P
Source: the OMol25 dataset
Level of theory: ωB97M-V/def2-TZVPD

Summary:
net charge = -2
Kohn-Sham gap = 4.320 eV
multiplicity = 1
LUMO energy = 1.93 eV

```
100
Properties=species:S:1:pos:R:3:forces:R:3:mulliken_charge:R:1
C 2.115086 1.924254 8.493068 -0.97 -2.18 -2.30 -1.110
C 1.445167 1.415065 7.555568 2.55 1.32 0.70 -0.748
C 0.921587 0.873492 6.137223 -1.81 0.94 1.64 2.028
C 0.330587 -0.585451 6.400324 0.00 -0.02 0.82 -0.508
P -1.342548 -0.596101 7.315288 -0.81 -3.45 1.51 0.747
O -1.455817 -1.929918 8.069201 0.54 2.41 -1.45 -0.872
O -2.660358 -0.592950 6.224011 2.07 0.37 1.23 -0.136
O -1.476980 0.620130 8.464906 -1.09 -0.93 -2.58 -0.455
C -0.347387 1.835242 5.775976 -2.31 4.60 0.52 -0.106
O -1.164515 1.577248 4.861184 1.98 -1.15 1.62 -0.612
O -0.482388 2.992279 6.495019 1.34 -4.31 -1.94 -0.628
N 1.900391 1.023412 5.048243 1.19 -0.38 0.79 0.480
C 1.519400 0.378003 3.764559 -3.21 1.23 -6.25 0.027
O 1.658580 -0.860521 3.457509 0.71 1.60 2.42 -0.805
O 0.968460 1.185636 2.830936 2.51 -2.24 4.43 -0.585
C 3.314428 0.853644 5.441612 -0.14 -1.07 -0.13 -0.410
Br 4.382793 1.046472 3.737335 0.00 0.31 0.62 -0.236
C 3.716888 -0.576623 6.042707 1.73 0.20 0.64 -0.205
C 4.285801 -0.389932 7.549660 0.41 0.00 -0.30 -0.958
H 2.903441 2.151963 9.270868 -1.78 -0.30 -1.33 0.407
H 0.159836 -1.226293 5.481829 0.29 1.08 0.78 0.342
H 1.029394 -1.166819 7.098490 -1.17 0.72 -0.89 0.256
H -2.493853 -1.292285 5.547479 0.06 0.85 0.75 0.259
H -2.332313 1.096021 8.340286 0.98 -0.12 -0.02 0.312
H 3.723925 1.691121 6.105738 -1.03 -1.17 -1.00 0.557
H 4.616386 -0.972623 5.450026 -1.46 0.57 0.73 0.476
H 2.920209 -1.374687 5.963905 0.72 1.27 0.05 0.210
H 4.732421 0.657787 7.705111 -0.73 -1.40 -0.41 0.207
H 5.175077 -1.103161 7.698324 -1.50 0.78 0.04 0.343
H 3.483169 -0.512679 8.338995 1.06 -0.04 -0.91 0.178
C 3.024903 0.439013 -0.614846 -0.32 -0.24 0.83 0.228
Cl 2.696431 -0.398326 0.908043 -0.05 0.31 -0.55 0.037
Cl 2.171136 1.997612 -0.626261 0.40 -0.53 -0.18 -0.059
Cl 4.777123 0.720933 -0.772684 0.00 0.06 -0.18 -0.169
Cl 2.461519 -0.557294 -1.980906 0.23 -0.06 -0.03 -0.060
C -5.863163 -1.836898 5.246584 0.22 0.41 0.17 0.298
Cl -5.508215 -0.102556 5.313212 -0.20 -0.41 -0.11 -0.080
Cl -7.321611 -2.106701 4.265306 0.10 -0.01 0.10 -0.013
Cl -4.494327 -2.698093 4.512160 -0.27 0.01 0.01 -0.174
Cl -6.135205 -2.450446 6.890324 0.03 0.04 -0.24 -0.122
C 0.740364 2.222323 -4.378257 -0.19 -0.21 0.37 0.234
Cl -0.518562 2.628726 -5.566496 -0.02 -0.34 0.18 -0.092
Cl 1.601163 3.700617 -3.894569 -0.07 -0.26 0.03 -0.089
Cl -0.009428 1.483788 -2.952920 -0.11 0.41 -0.56 -0.021
Cl 1.892488 1.079932 -5.104588 -0.09 0.21 -0.03 0.005
C -11.107631 -1.062546 2.802263 0.17 0.06 0.05 0.288
Cl -12.581151 -1.148754 1.812956 0.14 0.00 0.11 -0.123
Cl -10.193674 -2.573998 2.634070 -0.22 0.21 -0.01 0.023
Cl -10.107011 0.296894 2.256757 -0.17 -0.24 0.10 -0.083
Cl -11.551004 -0.825534 4.504808 0.05 -0.04 -0.24 -0.096
C 0.545335 5.721783 -8.204310 0.02 0.04 0.35 0.195
Cl 0.981793 5.255362 -6.551351 0.07 0.40 -0.63 -0.001
Cl -1.221039 5.866290 -8.331636 0.18 -0.08 0.31 -0.056
Cl 1.298218 7.282514 -8.598448 -0.06 -0.16 0.06 -0.075
Cl 1.122202 4.481338 -9.341102 0.00 0.07 0.20 -0.104
C 5.951490 -0.446455 -6.138162 -0.06 0.06 0.30 0.147
Cl 4.476025 -0.552345 -7.120413 0.16 -0.01 0.05 -0.012
Cl 6.869920 -1.958573 -6.293202 -0.13 0.23 -0.01 -0.029
Cl 6.945472 0.912093 -6.705924 -0.12 -0.16 0.02 -0.107
Cl 5.513148 -0.190000 -4.439091 0.05 -0.05 -0.34 0.018
C 1.474352 4.911133 2.464226 -0.07 -0.76 0.66 0.164
Cl 0.673465 4.345077 3.939030 0.18 0.18 -0.37 0.083
Cl 2.350007 6.425752 2.807126 0.00 0.11 -0.11 -0.154
Cl 2.619850 3.681091 1.898889 -0.21 0.72 0.39 0.003
Cl 0.254423 5.207340 1.201454 0.09 0.07 -0.05 -0.164
C -8.290877 -5.857210 1.311148 0.20 0.11 0.02 0.304
Cl -7.069350 -4.633960 1.708213 -0.28 -0.25 -0.08 -0.011
Cl -9.510013 -5.150489 0.229354 0.14 -0.13 0.12 -0.096
Cl -7.510882 -7.232959 0.503050 -0.12 0.16 0.10 -0.114
Cl -9.076580 -6.414618 2.802964 0.08 0.09 -0.19 -0.097
C 2.061421 -2.526703 -10.255743 0.02 0.03 0.09 0.301
Cl 3.719587 -2.238207 -10.821423 -0.22 -0.04 0.08 -0.098
Cl 1.561273 -1.199924 -9.189647 0.06 -0.19 -0.15 -0.035
Cl 0.965863 -2.610667 -11.650982 0.14 0.01 0.17 -0.112
Cl 1.999797 -4.059060 -9.361731 0.02 0.22 -0.12 -0.068
C -1.214487 -2.594542 -3.175141 0.13 0.16 0.35 0.242
Cl -1.445823 -4.233376 -3.828288 0.29 0.64 0.23 -0.082
Cl -2.760798 -1.721982 -3.204509 0.20 -0.12 -0.04 -0.118
Cl -0.626494 -2.699467 -1.506523 -0.13 0.05 -0.36 -0.064
Cl -0.026915 -1.726099 -4.167135 -0.20 -0.27 0.01 0.009
C 0.884925 6.240840 7.802532 -0.03 -0.78 -0.01 0.213
Cl -0.717981 6.526830 7.094524 0.23 0.04 0.09 -0.096
Cl 1.082127 4.515970 8.142485 0.08 1.09 -0.08 -0.060
Cl 2.138081 6.768178 6.657337 -0.13 0.04 0.12 -0.108
Cl 1.037770 7.172984 9.315566 -0.01 0.19 0.03 -0.163
C -2.409684 -8.117586 -5.761361 0.01 0.06 0.09 0.347
Cl -1.204071 -7.990964 -7.058891 -0.16 -0.02 0.17 -0.100
Cl -1.918444 -9.384940 -4.619227 -0.07 0.17 -0.17 -0.104
Cl -2.526935 -6.565497 -4.909240 -0.24 -0.79 -0.41 -0.047
Cl -3.989449 -8.530809 -6.460062 0.20 0.04 0.08 -0.111
C 7.460449 -6.021199 -6.941944 -0.07 0.06 0.06 0.329
Cl 7.223449 -7.745380 -6.589692 0.04 0.22 -0.05 -0.108
Cl 6.064111 -5.404799 -7.848189 0.21 -0.08 0.13 -0.052
Cl 7.621169 -5.122794 -5.420471 0.00 -0.23 -0.24 -0.084
Cl 8.933983 -5.812363 -7.911268 -0.18 -0.03 0.11 -0.104
C -1.565635 7.295028 -12.278148 0.11 -0.08 0.10 0.318
Cl -2.362680 6.337677 -13.544195 0.08 0.14 0.14 -0.107
Cl -0.709909 8.662581 -13.021512 -0.12 -0.15 0.08 -0.110
Cl -2.786054 7.907801 -11.143572 0.16 -0.07 -0.16 -0.106
Cl -0.406616 6.274888 -11.405702 -0.28 0.26 -0.69 -0.001
```
Forces are in eV/Å.